# 1
# C14H56N28O14

A 14-piece molecular cluster, C14H56N28O14 overall at a distorted geometry (ωB97M-V/def2-TZVPD, the Open Molecules 2025 dataset).

The geometry in XYZ format:
```
112
Properties=species:S:1:pos:R:3:forces:R:3:mulliken_charge:R:1
H 3.17369 -2.88803 1.52965 -0.3 0.1 0.2 0.29
O -0.86110 1.31996 -2.78047 -0.6 0.3 -0.3 -0.80
C -4.25026 0.61866 -0.36021 -1.0 -1.6 1.5 0.39
H 0.88491 4.02303 -0.54648 -0.1 -0.1 -0.3 0.02
H -3.25295 0.64001 -2.65813 0.1 -0.5 -0.2 -0.06
H 3.93633 3.34784 -3.39916 0.0 0.0 0.0 0.17
H -4.17671 -4.10292 -3.95050 -0.2 -0.2 -0.8 0.16
N -1.19603 1.43718 -4.98749 0.5 0.1 0.1 -0.37
H -1.20837 -0.45910 -0.79614 -0.1 0.3 0.3 -0.13
H -5.18945 1.56636 1.15373 0.2 0.3 0.4 0.15
H 0.02559 5.24675 -1.45448 0.3 0.4 0.5 0.15
H -1.51664 6.45604 -3.09251 0.0 0.2 0.2 0.17
H 4.97036 1.60400 -2.34974 0.0 0.0 0.0 0.17
C 0.05080 5.24479 -3.61024 -0.1 0.8 0.5 0.27
H -3.54738 -2.05832 4.17038 -0.1 -0.1 0.0 0.20
N -3.56878 -2.46502 -2.26219 -0.5 -0.5 -0.4 -0.09
H -0.30341 1.90216 -4.98121 0.0 -0.1 -0.3 0.26
H -5.37830 -0.02311 -1.86456 -0.7 -0.2 0.3 0.22
O 2.43436 -3.33637 -3.56666 -0.1 0.0 0.3 -0.70
C -4.71090 -2.39950 -2.99047 -0.4 0.2 -0.4 0.66
H 0.16493 -3.19115 -2.77224 -0.1 0.2 0.0 0.17
O 2.73407 2.90618 -0.49771 1.2 0.0 -0.9 -0.61
C 3.74587 4.00633 2.68167 -0.2 0.5 0.4 0.39
N -0.54898 -0.73048 -0.08439 0.8 -0.2 0.5 0.29
H 1.31026 0.49204 4.26017 0.5 0.1 -0.1 0.29
O 1.97748 -6.18136 1.98433 -0.3 0.5 0.3 -0.68
H 2.67479 3.18404 1.21411 -0.6 -0.4 0.6 0.22
H 6.57978 -2.49426 1.95390 0.0 0.0 0.3 0.25
N 0.32922 4.86270 -0.57984 0.6 -0.3 0.5 0.16
N -4.31475 1.14833 0.90025 -0.3 0.0 -0.7 -0.37
H -0.05122 2.01150 5.48040 -0.2 0.3 0.2 0.19
H -0.76526 4.57302 2.42794 0.3 0.4 0.2 0.20
O -5.55224 -1.50030 -2.88986 0.5 0.1 -0.2 -0.77
N 2.65368 3.33108 2.22414 1.2 0.3 -0.8 0.20
H 1.56080 -4.94435 4.17227 -0.2 -0.2 0.0 0.21
N -2.86937 0.62234 -3.59597 0.1 0.4 0.2 -0.17
O 1.26016 -0.28120 1.23585 -0.5 0.4 -0.7 -0.51
H 0.43633 -3.85633 3.40854 0.2 0.3 0.2 0.26
N 4.79403 4.04573 1.79649 0.0 0.1 0.0 -0.31
H 0.47919 -1.96197 -1.59093 -0.3 -0.2 0.1 0.11
O 5.16899 -0.52957 1.44200 -0.1 -0.3 -0.4 -0.64
N 3.35667 3.49905 -2.59423 0.3 -0.1 0.2 -0.33
N 0.72173 1.07059 -0.56833 -0.4 0.2 -0.2 0.47
C 0.52115 0.06394 0.30137 0.5 -0.7 -1.3 0.86
C 4.75276 -1.65201 1.74240 0.1 1.3 0.2 0.43
H -0.42035 3.32892 -3.12761 -0.4 -0.3 -0.3 0.00
H -3.33250 -1.72089 -1.61827 -0.1 0.0 0.1 -0.03
N -0.70930 1.98340 4.72254 0.0 -0.2 -0.2 -0.44
N 3.43073 -1.95512 1.82336 0.0 0.1 -0.1 -0.13
H 0.81484 -3.33254 1.35615 -0.1 0.0 -0.2 0.07
H 0.01751 1.15810 -1.29483 0.3 0.1 0.2 0.23
N 1.07494 1.14138 3.52297 -1.0 0.6 0.8 -0.30
N -0.22184 4.43710 1.59974 0.3 0.0 -0.3 -0.08
O -0.53649 6.52979 0.70072 -0.2 -0.4 0.1 -0.70
N -0.81727 4.17400 -3.51173 1.0 0.3 -0.3 -0.05
N -2.20470 -0.88714 2.29770 -0.9 -1.6 0.6 0.20
H -2.17360 -7.61872 1.94401 -0.1 -0.1 0.0 0.14
H 2.57367 4.12712 -2.72623 0.0 0.0 0.2 0.13
C 1.48393 -5.06993 2.13887 0.3 -0.3 -1.1 0.30
O -3.25722 0.00293 -0.76030 0.3 0.8 -0.5 -0.13
N 1.22275 -4.48534 3.34691 0.0 -0.2 0.2 -0.18
H -1.69989 2.06976 4.85244 0.0 0.0 0.3 0.25
H 1.57888 1.60104 -0.72887 -0.2 -0.3 1.0 -0.27
H -6.28888 0.63355 -0.50118 -0.2 0.0 -0.2 0.21
C -0.13251 5.37865 0.60565 -1.0 0.6 -0.4 0.43
N 4.46745 1.81068 -1.50747 0.5 -0.7 1.1 -0.37
N 2.99244 -2.17921 -1.68974 -1.2 0.0 -0.6 -0.19
H -3.16765 -0.61476 2.38095 0.0 0.0 -0.3 0.14
H 3.95533 -2.38804 -1.86299 0.2 0.4 0.2 0.18
H -0.81835 -1.42147 0.59061 -0.1 -0.2 -0.2 -0.46
O 3.81082 4.57704 3.76233 0.0 -0.3 0.0 -0.74
O 1.25496 5.16378 -3.82024 -0.3 -0.5 0.1 -0.72
N 5.60111 -2.65484 2.10108 0.0 -0.4 -0.3 -0.41
C -1.63325 1.14841 -3.73307 0.2 -0.5 -0.3 0.48
N -2.78408 -2.56681 3.76238 -0.2 -0.4 0.1 -0.46
H -2.44356 -5.32216 2.30177 -0.2 0.0 -0.1 0.14
H 2.77689 -1.18460 1.63528 0.4 -0.7 -0.1 0.05
H -5.53346 -3.16879 -4.65295 0.0 -0.5 -0.2 0.24
C 2.08855 -2.76674 -2.54096 0.8 -0.7 -0.2 0.48
O -1.05149 1.19595 2.61718 0.3 1.8 0.3 -0.48
C -0.29487 1.42309 3.55924 0.9 -0.7 -0.8 0.37
N -4.89630 -3.40577 -3.91764 0.4 0.7 1.4 -0.47
C 3.52317 2.76144 -1.46599 -1.6 0.5 -0.6 0.63
H -0.02030 7.30201 -3.24519 0.2 -0.1 -0.2 0.20
C -1.48575 -6.14862 0.64480 1.1 0.9 0.2 0.69
N -0.52609 6.43543 -3.25407 -0.4 -0.3 -0.6 -0.39
H 4.81163 3.52995 0.93642 0.0 -0.1 0.1 0.17
H -1.75937 4.21984 -3.84442 -0.1 0.0 0.3 0.16
H -2.52398 -3.43760 4.18885 0.1 0.2 0.4 0.23
N 1.22898 -4.21077 1.07265 0.0 0.2 0.7 -0.03
H 2.62393 -1.55404 -0.99610 0.7 -0.1 0.5 0.06
H 5.60605 4.54908 2.09592 0.0 0.0 0.0 0.20
N -2.03404 -5.14391 1.40369 -0.5 -0.3 0.4 -0.20
H -2.08941 -4.20794 1.05485 0.3 0.0 -0.1 0.02
H 1.87884 3.16571 2.82968 0.0 0.0 0.2 -0.05
H -3.07499 -3.33738 -2.31431 0.5 0.2 0.3 0.21
N -5.43901 0.56845 -1.02791 1.2 0.6 -0.4 -0.39
H -1.73009 1.45462 -5.83500 -0.3 0.0 0.1 0.16
H 1.43252 0.88055 2.61026 -0.3 -0.5 0.0 -0.04
H 0.46181 3.70812 1.56090 -0.3 -0.4 0.2 0.00
H 5.28494 -3.33340 2.76839 0.1 -0.2 -0.1 0.20
C -1.77609 -1.89180 3.11376 -0.1 0.9 -1.1 0.30
N 0.78591 -2.78585 -2.09226 0.2 0.3 0.0 -0.14
O -0.60047 -2.21973 3.16058 0.1 -0.5 0.1 -0.68
H -3.42414 0.35015 -4.38554 -0.1 0.1 0.1 0.14
H -1.30081 -8.15030 0.53819 0.2 0.0 0.2 0.25
O -0.76153 -5.88144 -0.30416 -0.8 -0.3 -0.5 -0.67
H 0.90844 -4.58600 0.19153 0.1 -0.2 0.1 0.15
H 4.59124 1.18354 -0.70292 -0.1 0.5 -0.5 0.22
N -1.69341 -7.41116 1.09092 -0.2 -0.2 -0.2 -0.41
H -3.51798 1.17478 1.51091 0.2 0.3 -0.2 0.08
H -1.54309 -0.29383 1.81231 -0.3 0.0 0.6 0.03
```
Forces are in eV/Å.

Values from the calculation:
orbital gap: 8.47 eV
F_max: 2.43 eV Å⁻¹
LUMO: -0.005 Eh
E_tot: -3154.17330 Eh
energy relative to the best compared isomer or geometry (same formula, charge and spin): 3.0817 eV


# 2
# C14H5F3N3O4S4V

C14H5F3N3O4S4V as an isolated structure at a distorted geometry (ωB97M-V/def2-TZVPD, the Open Molecules 2025 dataset).

The geometry in XYZ format:
```
34
Properties=species:S:1:pos:R:3:forces:R:3:mulliken_charge:R:1
C -2.09591 3.08986 -6.17927 0.0 0.3 -1.1 0.00
S 2.21119 1.51293 -0.06446 3.0 2.4 0.8 1.02
C 1.67457 -3.03570 1.16169 0.7 0.1 -0.1 -0.02
C 2.94402 -3.27229 0.64009 -0.5 0.2 0.0 -0.18
C 0.82077 -2.14683 0.47785 -0.4 -0.5 0.3 0.38
O 2.52274 2.84744 0.38334 -0.1 0.0 0.0 -0.70
C 1.26356 -3.70593 2.42796 -0.2 -0.6 0.5 0.63
C -2.52183 2.88841 -2.50088 0.0 0.1 -0.4 -0.92
O 1.35160 0.77137 0.90076 -0.2 -0.2 0.6 -0.57
C -2.65820 3.34268 -3.81308 0.8 -1.2 0.1 0.58
C -1.31597 1.46524 -4.56425 -0.1 0.4 0.1 -0.92
C -1.75394 1.77215 -2.19648 -0.1 -0.1 0.0 0.27
S -0.76802 -1.72350 0.82609 -0.5 0.1 0.3 -0.53
F 0.50943 -4.82284 2.23027 -0.1 0.1 -0.3 -0.27
H 2.71600 -1.22691 -2.05379 0.0 0.0 0.2 0.35
O 3.37119 0.71193 -0.41800 0.3 -0.1 0.0 -0.63
C -2.02894 2.62535 -4.85881 -0.1 -0.2 1.2 0.61
H -0.84883 0.90378 -5.36056 0.0 0.0 -0.1 0.46
S -1.58423 1.25479 -0.55049 -1.2 0.6 0.2 -0.42
S -0.29740 -0.42238 -2.90794 -0.1 -0.5 -0.8 -0.59
V 0.39242 0.12929 -0.72628 -4.7 -0.2 0.2 0.53
N -2.12053 3.46562 -7.26791 0.0 0.0 -0.1 -0.64
N -4.05416 5.43473 -4.24947 0.1 0.0 0.0 -0.64
O 1.30793 1.56387 -1.30220 1.2 1.4 -1.0 -0.32
N 1.26481 -1.51043 -0.62986 2.3 -3.1 0.0 0.18
H -3.02273 3.42219 -1.70764 0.0 0.1 0.1 0.49
F 0.57924 -2.95933 3.29638 0.0 0.3 -0.1 -0.23
C 2.45975 -1.75822 -1.14068 0.5 -0.4 -0.2 0.01
H 4.30256 -2.83623 -0.97285 0.0 0.0 0.0 0.36
H 3.62240 -3.93151 1.16172 0.0 -0.1 0.0 0.43
F 2.33446 -4.17350 3.13172 0.3 0.1 -0.2 -0.32
C 3.32943 -2.65723 -0.54344 0.1 0.0 -0.1 -0.96
C -3.41211 4.49384 -4.06873 -0.7 1.0 -0.2 -0.01
C -1.15767 1.02942 -3.25064 -0.2 0.1 -0.1 0.54
```
Forces are in eV/Å.

Values from the calculation:
orbital gap (spin up / spin down): 6.26 / 6.84 eV
F_max: 4.71 eV Å⁻¹
LUMO (spin up / spin down): 0.173 / 0.173 Eh
E_tot: -3838.32978 Eh
charge: -2
⟨S²⟩: 2.02
energy relative to the best compared isomer or geometry (same formula, charge and spin): 1.6789 eV
spin multiplicity: 3